(1)
Density functional theory data (ωB97M-V/def2-TZVPD) for 9 unconnected molecules or ions with the total composition C23H38NO29S6.

```
! RIJCOSX wB97M-V def2-TZVPD def2/J DEFGRID3
* xyz -2 2
C -1.01 0.78 0.25
O -0.17 -0.31 0.22
H -1.42 0.85 1.26
H -0.60 1.75 -0.04
H -1.89 0.63 -0.37
C -0.94 -3.42 -1.49
C -1.76 -2.45 -2.38
O -3.02 -2.91 -2.55
S -3.10 -4.55 -2.32
O -2.87 -5.28 -3.56
O -4.30 -4.93 -1.61
O -1.79 -4.54 -1.28
H -0.75 -3.00 -0.50
H -0.07 -3.87 -1.98
H -1.37 -2.26 -3.38
H -1.93 -1.46 -1.95
C 1.96 2.19 -2.46
C 0.81 1.62 -3.15
O 1.32 1.45 -4.44
S 2.18 2.80 -4.85
O 1.30 3.95 -5.09
O 3.26 2.53 -5.78
O 2.78 2.83 -3.36
H 2.46 1.51 -1.78
H 1.50 2.87 -1.74
H -0.03 2.32 -3.22
H 0.40 0.68 -2.77
C 2.62 0.94 2.28
C 3.02 0.96 0.75
O 3.28 2.31 0.57
S 2.73 3.33 1.72
O 1.33 3.73 1.56
O 3.74 4.38 1.83
O 2.97 2.21 2.82
H 3.24 0.31 2.91
H 1.56 0.78 2.49
H 2.23 0.59 0.09
H 3.92 0.35 0.66
C -0.72 2.36 3.72
C -2.10 1.89 4.20
O -2.75 3.03 4.73
S -2.10 4.36 4.12
O -2.20 5.48 5.09
O -2.60 4.50 2.81
O -0.58 3.72 4.04
H -0.68 2.36 2.63
H 0.07 1.72 4.13
H -2.04 1.07 4.92
H -2.79 1.60 3.40
C 0.32 -3.54 2.16
C 0.91 -2.16 2.47
O 1.26 -2.23 3.78
S 0.05 -3.07 4.71
O -1.09 -2.24 5.00
O 0.67 -3.84 5.73
O -0.28 -4.02 3.38
H 1.06 -4.29 1.88
H -0.54 -3.57 1.48
H 0.12 -1.40 2.42
H 1.69 -1.89 1.76
C -1.46 4.53 -1.20
C -1.82 6.02 -0.81
O -1.15 6.81 -1.74
S -0.09 5.95 -2.72
O 1.23 5.71 -2.06
O -0.03 6.46 -4.09
O -1.05 4.64 -2.55
H -2.35 3.91 -1.16
H -0.56 4.16 -0.69
H -1.37 6.32 0.14
H -2.84 6.39 -0.90
C 2.29 -2.04 -1.93
C 2.98 -3.07 -1.29
C 4.08 -3.60 -2.00
C 4.42 -3.21 -3.29
C 3.57 -2.35 -3.95
C 2.52 -1.74 -3.29
N 5.57 -3.88 -3.92
O 6.43 -4.36 -3.20
O 5.57 -3.81 -5.15
H 1.51 -1.44 -1.47
H 2.84 -3.35 -0.25
H 4.79 -4.18 -1.42
H 3.89 -2.01 -4.92
H 1.94 -0.99 -3.81
O -6.45 -3.31 1.10
C -5.40 -2.99 1.56
O -5.26 -2.00 2.52
C -3.87 -1.63 2.76
C -3.16 -2.46 1.85
C -4.04 -3.28 0.96
H -3.41 -1.78 3.73
H -3.77 -0.57 2.55
H -2.66 -3.25 2.41
H -2.35 -1.90 1.40
H -3.78 -4.34 1.01
H -4.02 -2.85 -0.04
*
```

The value obtained for the max |F| is 5.92 eV Å⁻¹. The LUMO energy (alpha / beta) is 3.122 / 3.122 eV. For the total energy, the calculation gives -5524.70509 hartree.


(2)
Density functional theory data (ωB97M-V/def2-TZVPD) for 5 unconnected molecules or ions with the total composition C23H39ClN5O4P2S.

```
! RIJCOSX wB97M-V def2-TZVPD def2/J DEFGRID3
* xyz 1 1
C 0.68 1.58 -1.59
S 2.02 0.48 -1.35
O 2.81 0.39 -2.53
O 2.60 0.72 -0.06
P 1.28 -1.55 -0.96
C 0.50 -2.40 -2.36
C -0.45 -1.54 -3.22
C -1.93 -1.93 -3.09
Cl -2.95 -0.49 -2.78
C 0.30 -1.57 0.57
C -1.23 -1.61 0.36
O -1.68 -2.96 0.38
C -1.96 -0.73 1.39
N -1.99 0.68 1.04
P 3.18 -2.68 -0.60
O 3.99 -2.69 -1.82
H 1.16 2.56 -1.46
H -0.08 1.44 -0.83
H 0.28 1.50 -2.59
H 1.33 -2.78 -2.96
H -0.02 -3.26 -1.95
H -0.15 -1.66 -4.26
H -0.35 -0.48 -3.01
H -2.30 -2.40 -3.99
H -2.11 -2.61 -2.25
H 0.63 -0.73 1.19
H 0.60 -2.50 1.07
H -1.49 -1.23 -0.63
H -1.46 -3.36 1.24
H -1.47 -0.82 2.36
H -2.98 -1.10 1.47
H -1.06 1.09 1.10
H -2.35 0.82 0.10
H 2.61 -3.91 -0.21
H 3.72 -2.07 0.55
N 1.59 -0.55 -8.08
C 1.00 0.10 -7.03
C 1.83 -0.03 -5.95
C 2.96 -0.78 -6.36
C 2.78 -1.09 -7.68
H 1.21 -0.62 -9.00
H 0.05 0.60 -7.15
H 1.66 0.39 -4.97
H 3.81 -1.06 -5.75
H 3.40 -1.64 -8.37
N -1.45 4.53 3.36
C -0.43 5.36 3.72
C 0.74 4.80 3.28
C 0.41 3.58 2.64
C -0.96 3.44 2.70
H -2.43 4.69 3.55
H -0.60 6.29 4.25
H 1.73 5.22 3.41
H 1.09 2.88 2.19
H -1.59 2.66 2.33
N -0.23 -5.60 -0.66
C -0.79 -6.75 -0.16
C -0.03 -7.81 -0.56
C 1.04 -7.29 -1.34
C 0.89 -5.93 -1.39
H -0.62 -4.69 -0.53
H -1.69 -6.71 0.44
H -0.21 -8.84 -0.32
H 1.82 -7.86 -1.83
H 1.48 -5.19 -1.90
N -2.07 6.49 6.78
C -2.26 5.50 7.70
C -1.83 5.97 8.91
C -1.36 7.30 8.71
C -1.52 7.59 7.38
H -2.29 6.42 5.80
H -2.69 4.55 7.43
H -1.86 5.43 9.84
H -0.95 7.96 9.45
H -1.29 8.48 6.82
*
```

The value obtained for the max |F| is 0.75 eV Å⁻¹. The LUMO energy is -3.794 eV. For the total energy, the calculation gives -3015.29886 hartree.


(3)
Density functional theory data (ωB97M-V/def2-TZVPD) for a molecular structure, C23H39N2O3P3Tc.

```
! RIJCOSX wB97M-V def2-TZVPD def2/J DEFGRID3
* xyz 4 4
P -1.92 -2.58 2.44
C -1.44 -2.03 4.14
H -1.68 -2.75 4.94
H -1.92 -1.06 4.34
H -0.35 -1.86 4.12
C -3.61 -3.27 2.75
H -3.99 -3.76 1.84
H -4.29 -2.43 2.95
H -3.60 -3.96 3.60
C -0.88 -4.11 2.37
H -1.26 -4.92 3.02
H 0.14 -3.84 2.67
H -0.84 -4.45 1.33
P 3.33 -0.62 -1.59
C 4.50 0.17 -0.42
H 5.56 0.03 -0.71
H 4.34 -0.26 0.58
H 4.27 1.24 -0.37
C 3.89 -2.35 -1.70
H 3.39 -2.86 -2.53
H 3.63 -2.87 -0.77
H 4.98 -2.39 -1.84
C 3.60 0.25 -3.17
H 4.61 0.07 -3.57
H 3.46 1.32 -3.00
H 2.86 -0.07 -3.92
P -2.45 2.95 -1.12
C -1.99 4.43 -0.14
H -2.46 5.34 -0.55
H -0.89 4.52 -0.17
H -2.29 4.25 0.90
C -2.07 3.56 -2.82
H -2.56 4.53 -3.00
H -2.39 2.81 -3.56
H -0.98 3.67 -2.91
C -4.28 2.93 -1.03
H -4.69 3.71 -1.68
H -4.57 3.10 0.02
H -4.64 1.93 -1.32
Tc 1.04 -0.64 -1.10
C 1.29 -1.00 0.74
O 1.48 -1.18 1.88
C 1.05 1.25 -0.78
O 1.10 2.39 -0.54
C -0.19 -0.79 -3.43
C -1.15 -0.43 -2.46
C -1.38 -1.28 -1.37
C -0.69 -2.50 -1.25
C 0.25 -2.86 -2.23
C 0.50 -2.00 -3.31
H -0.05 -0.15 -4.30
H -1.72 0.49 -2.60
H -2.18 -1.08 -0.65
H -0.95 -3.19 -0.44
H 0.73 -3.84 -2.20
H 1.18 -2.34 -4.10
N -1.65 4.02 5.78
C -2.45 3.24 4.98
O -3.65 3.15 5.20
C -1.78 2.51 3.85
C -0.39 2.48 3.64
C 0.12 1.77 2.55
N -0.66 1.10 1.68
C -1.98 1.11 1.90
C -2.58 1.79 2.96
H -2.13 4.55 6.49
H -0.70 4.26 5.56
H 0.32 2.99 4.28
H 1.20 1.74 2.39
H -2.58 0.53 1.20
H -3.66 1.77 3.09
*
```

The value obtained for the energy above the lowest of the compared OMol25 structures with the same formula, charge and spin is 0.0755 eV. The value obtained for the max |F| is 5.55 eV Å⁻¹. The LUMO energy (alpha / beta) is -12.137 / -14.630 eV. For the total energy, the calculation gives -2338.37305 hartree.


Question: Which of these has the lowest max |F|?
Answer: C23H39ClN5O4P2S


Question: Number 1 is which compound?
Answer: C23H38NO29S6